[1]
# H26LiO17PZr

H26LiO17PZr as an isolated structure in a non-equilibrium geometry (wB97M-V/def2-TZVPD, OMol25).

total charge: +2
molecular weight: 427.33 Da
frontier orbital gap: 5.1 eV
F_max: 4.90 eV Å⁻¹
lowest unoccupied orbital energy: -0.3404 Ha
energy relative to the best compared isomer or geometry (same formula, charge and spin): 2136.4 kJ/mol

Geometry (Å):
Li -3.768 -2.943 -40.219
Zr -5.869 -10.604 -44.903
P -5.157 -7.787 -42.001
O -5.822 -9.121 -41.768
O -4.094 -8.379 -42.912
O -4.960 -6.721 -40.960
O -5.983 -7.555 -43.250
O -8.800 -9.893 -38.085
H -8.318 -9.776 -38.904
H -8.791 -9.028 -37.676
O -7.750 -3.654 -45.466
H -8.653 -3.598 -45.778
H -7.641 -4.570 -45.212
O -1.899 -4.895 -44.525
H -2.248 -5.686 -44.113
H -2.636 -4.539 -45.021
O 0.928 -7.992 -46.788
H 1.731 -8.400 -46.463
H 0.663 -7.393 -46.090
O 0.268 -9.567 -41.873
H 0.346 -8.790 -41.319
H -0.610 -9.506 -42.249
O -7.124 -14.220 -43.082
H -6.930 -15.104 -43.392
H -7.820 -14.339 -42.436
O -7.554 -8.669 -48.310
H -8.235 -9.185 -48.740
H -7.590 -7.815 -48.743
O -2.491 -8.098 -36.898
H -2.738 -7.464 -37.572
H -1.542 -8.003 -36.815
O -9.780 -10.769 -44.571
H -10.214 -9.925 -44.446
H -10.489 -11.372 -44.796
O -4.773 -12.465 -37.391
H -4.317 -11.719 -37.000
H -5.306 -12.082 -38.087
O -7.679 -5.229 -37.315
H -7.016 -5.529 -37.936
H -7.261 -4.504 -36.849
O -3.013 -9.693 -47.658
H -2.160 -9.281 -47.518
H -3.181 -9.586 -48.594
O -2.865 -13.133 -44.162
H -1.983 -13.293 -44.497
H -2.938 -13.703 -43.396

Here are the Mulliken charges for atoms 1 to 4, given in e:
1. Li 0.998
2. Zr 1.829
3. P 0.596
4. O -0.332


[2]
# C33H20N9O9SeW

C33H20N9O9SeW as an isolated structure (wB97M-V/def2-TZVPD, OMol25).

total charge: -1
molecular weight: 949.38 Da
frontier orbital gap (spin up / spin down): 5.2 / 5.2 eV
F_max: 0.57 eV Å⁻¹
lowest unoccupied orbital energy (spin up / spin down): 0.0259 / 0.0259 Ha
energy relative to the best compared isomer or geometry (same formula, charge and spin): 9.3 kJ/mol

Geometry (Å):
W -0.341 -0.467 0.222
C -3.278 2.186 2.202
C -2.355 1.084 1.799
N -1.829 0.973 0.618
N -2.251 1.824 -0.365
C -1.732 1.422 -1.488
O -0.990 0.378 -1.559
C -1.920 2.222 -2.719
C -1.335 1.788 -3.904
C -1.455 2.550 -5.057
C -2.159 3.745 -5.030
C -2.746 4.179 -3.846
C -2.627 3.421 -2.693
C -2.063 -0.034 2.676
C -2.586 -0.159 3.957
C -2.418 -1.348 4.640
C -1.760 -2.399 4.019
C -1.230 -2.196 2.757
N -1.334 -1.028 2.129
H -3.547 2.772 1.330
H -2.792 2.842 2.930
H -4.186 1.787 2.658
H -0.790 0.852 -3.908
H -0.999 2.208 -5.977
H -2.251 4.339 -5.931
H -3.295 5.111 -3.825
H -3.069 3.746 -1.761
H -3.128 0.668 4.395
H -2.812 -1.461 5.642
H -1.631 -3.357 4.500
H -0.706 -2.975 2.222
O -2.324 -4.678 -3.940
C -1.932 -3.913 -3.101
C -2.745 -3.386 -1.911
O -3.875 -3.704 -1.622
C -1.835 -2.456 -1.235
C -0.609 -2.421 -1.862
O 0.318 -1.655 -1.348
C -0.550 -3.258 -3.042
O 0.367 -3.425 -3.820
O -2.036 -1.705 -0.207
N 0.554 0.736 1.753
C 0.962 1.598 2.415
N 1.404 2.503 3.204
C 1.355 3.780 2.857
N 1.346 4.918 2.636
O 3.643 -1.204 1.875
C 3.751 -2.545 1.915
C 4.964 -3.078 2.356
C 5.148 -4.445 2.411
C 4.129 -5.315 2.027
C 2.928 -4.788 1.593
C 2.716 -3.411 1.532
C 1.383 -2.922 1.056
O 0.478 -3.690 0.779
O 1.293 -1.617 0.975
H 2.743 -1.007 1.529
H 5.746 -2.388 2.648
H 6.097 -4.839 2.753
H 4.276 -6.386 2.064
H 2.111 -5.427 1.284
Se 2.506 -0.231 -1.862
N 3.153 1.241 -2.563
C 2.527 2.263 -2.009
C 2.720 3.641 -2.339
C 1.986 4.549 -1.661
C 1.061 4.121 -0.653
N 0.838 2.886 -0.321
C 1.565 1.949 -0.992
N 1.424 0.646 -0.750
H 3.436 3.914 -3.103
H 2.087 5.608 -1.856
H 0.505 4.868 -0.095

Here are the Mulliken charges for atoms 1 to 4, given in e:
1. W 1.880
2. C -1.950
3. C 1.216
4. N 1.468


[3]
# C3H6N3

A 2-piece molecular cluster, C3H6N3 overall in a non-equilibrium geometry (wB97M-V/def2-TZVPD, OMol25).

total charge: +1
molecular weight: 84.10 Da
frontier orbital gap (spin up / spin down): 2.5 / 4.4 eV
F_max: 7.27 eV Å⁻¹
multiplicity: 3
lowest unoccupied orbital energy (spin up / spin down): -0.2800 / -0.3259 Ha
energy relative to the best compared isomer or geometry (same formula, charge and spin): 487.8 kJ/mol

Geometry (Å):
C 3.662 0.029 0.265
C 2.504 -0.288 -0.092
C -1.659 0.475 -0.351
N -3.945 -0.157 0.002
N -2.824 0.246 0.210
N -0.581 -0.211 -0.441
H 4.410 0.709 -0.224
H 4.011 -0.681 0.989
H 1.304 -0.315 -0.411
H -1.549 1.538 -0.519
H -4.667 -0.203 0.810
H -0.666 -1.142 -0.238

Here are the Mulliken charges for atoms 1 to 4, given in e:
1. C -0.488
2. C -0.103
3. C 0.057
4. N -0.190


Number 1: energy -45977.312 eV. Number 2: energy -133559.983 eV. Number 3: energy -7662.096 eV.